*i*
2 unconnected molecules or ions with the total composition C5H13NO2. Source: the Open Molecules 2025 dataset; level of theory: ωB97M-V/def2-TZVPD.

Each line ends with the Löwdin charge.
Cartesian coordinates (Å):
C -0.16163 1.65326 1.90787  -0.37
N -0.92272 1.10804 0.92599  0.04
C -1.48786 -1.80797 -0.79146  -0.11
C -0.35579 -1.07908 -0.10759  -0.20
C -0.33299 0.47463 -0.24601  -0.35
C -0.95524 1.00374 -1.52531  -0.05
O 1.05216 1.65229 1.92969  0.01
H -0.74246 2.20058 2.65916  0.12
H -1.87576 0.96496 1.22367  0.14
H -1.27313 -1.89528 -1.84200  0.07
H -1.54338 -2.84468 -0.45504  0.07
H -2.48335 -1.42791 -0.58261  0.07
H -0.33587 -1.26301 0.96313  0.11
H 0.64984 -1.43814 -0.32556  0.08
H 0.71668 0.73207 -0.15039  0.13
H -1.31293 2.02112 -1.34405  0.08
H -1.88763 0.49484 -1.77588  0.06
H -0.26942 0.97101 -2.36690  0.08
H 3.47040 -1.75652 -1.86110  0.03
H 2.95747 -2.79572 -0.88004  0.04
O 2.68979 -2.01539 -1.36970  -0.05

Calculated values
**Total charge**: 0
**Kohn-Sham gap**: 0.3732 Ha
**SMILES**: CC[C@@H](C)NC=O.O
**HOMO energy**: -9.4 eV

*ii*
3 unconnected molecules or ions with the total composition C5H13NO2. Source: the Open Molecules 2025 dataset; level of theory: ωB97M-V/def2-TZVPD.

Each line ends with the Löwdin charge.
Cartesian coordinates (Å):
N 0.77319 1.00926 -0.60243  0.16
C -0.11828 -0.04124 -0.54460  -0.24
C -1.52254 0.34952 -0.88603  0.00
C 0.39762 -3.56868 0.72452  -0.07
C -0.30267 -2.56352 -0.18230  -0.01
C 0.27189 -1.30377 -0.10868  -0.06
H 1.72415 0.70832 -0.82566  0.12
H 0.84628 1.51662 0.30830  0.11
H -1.54882 1.24080 -1.52714  0.10
H -1.94136 -0.41658 -1.56691  0.09
H 0.40111 -3.42619 1.82082  0.10
H 1.46633 -3.55661 0.42797  0.10
H -0.15390 -4.50777 0.57139  0.08
H -1.15580 -2.75235 -0.81919  0.12
H 1.35169 -1.35098 0.16367  0.13
H 0.23057 3.24447 0.51307  -0.08
H 0.88200 3.92129 1.97174  -0.07
O 0.74483 2.99432 1.76262  -0.42
H 0.00484 4.52442 -0.64948  -0.02
H -2.25902 0.38821 -0.07947  0.11
O -0.09208 3.59046 -0.47220  -0.24

Calculated values
**Total charge**: 0
**Kohn-Sham gap**: 0.1617 Ha
**HOMO energy**: -7.1 eV

Taking the most stable structure as the zero point, the relative energies in kcal/mol are *i* 0.0; *ii* 113.3.

*i*
2 unconnected molecules or ions with the total composition C5H13NO2. Source: the Open Molecules 2025 dataset; level of theory: ωB97M-V/def2-TZVPD.

Each line ends with the Löwdin charge.
Cartesian coordinates (Å):
C -0.97657 -1.07721 0.29935  -0.31
N -0.22984 -0.07056 0.70207  -0.13
C 0.87425 -0.34160 1.56801  -0.08
C -1.59190 1.70437 -0.24999  -0.09
C -0.22651 1.32283 0.19390  -0.38
C 0.79038 1.40239 -0.88287  -0.06
O -1.89302 -0.99208 -0.56750  -0.05
H -0.78477 -2.13779 0.72023  0.16
H 1.28720 0.44430 2.12424  0.06
H 0.44847 -0.94106 2.59191  0.16
H 1.73236 -0.90860 1.17755  0.07
H -1.84889 2.77052 -0.22169  0.08
H -2.02358 1.17290 -1.16384  0.11
H -2.27003 1.28617 0.53187  0.09
H 0.08589 2.02855 0.99870  0.15
H 0.90576 0.63436 -1.63156  0.08
H 1.74827 1.60640 -0.67953  0.03
H 0.49955 2.17891 -1.69001  0.12
H 3.25141 -2.02931 -0.80843  0.06
H 2.06143 -0.97436 -0.70348  -0.05
O 2.30526 -1.84564 -0.89886  -0.03

Calculated values
**Total charge**: 0
**Kohn-Sham gap**: 0.3634 Ha
**SMILES**: CC(C)N(C)C=O.O
**HOMO energy**: -9.3 eV

*ii*
2 unconnected molecules or ions with the total composition C5H13NO2. Source: the Open Molecules 2025 dataset; level of theory: ωB97M-V/def2-TZVPD.

Each line ends with the Löwdin charge.
Cartesian coordinates (Å):
C -0.72039 -0.92854 0.66144  -0.16
N -0.77589 0.34706 1.32968  0.03
C -1.51953 1.43380 0.66533  -0.04
O 1.62117 1.92216 1.11195  -0.29
C 0.34384 -1.22981 -0.49184  -0.23
C 1.71468 -0.51968 -0.30241  -0.06
C -0.44277 -1.00208 -1.82601  -0.30
O -1.27011 0.04801 -1.69342  -0.09
H -1.66236 -0.96567 0.11355  0.11
H -0.76175 -1.76422 1.42081  0.15
H 0.09842 0.62450 1.75915  0.09
H -1.91284 1.07209 -0.22677  0.03
H -0.76075 2.12224 0.13216  0.13
H 1.91416 2.84910 1.10457  -0.05
H 1.92244 -0.51757 0.85497  0.11
H 0.60366 -2.27447 -0.42075  0.12
H 1.76125 0.62053 -0.46963  0.09
H 2.60108 -0.95180 -0.55594  0.03
H 0.15769 -0.81961 -2.64861  0.11
H -0.97426 -1.97274 -2.04957  0.13
H -1.93773 1.90672 1.53132  0.09

Calculated values
**Total charge**: 0
**Kohn-Sham gap**: 0.1516 Ha
**HOMO energy**: -8.5 eV

Taking the most stable structure as the zero point, the relative energies in kcal/mol are *i* 0.0; *ii* 175.6.

*i*
2 unconnected molecules or ions with the total composition C5H13NO2. Source: the Open Molecules 2025 dataset; level of theory: ωB97M-V/def2-TZVPD.

Each line ends with the Löwdin charge.
Cartesian coordinates (Å):
C -1.71062 1.11700 1.18898  -0.09
N -0.69817 0.92142 0.08525  -0.20
C -0.04015 2.27570 -0.01493  -0.08
C 0.82900 -0.42105 1.66350  -0.05
C 0.16982 -0.22181 0.34774  -0.38
C -0.77938 -1.41714 0.16888  -0.19
O -0.24305 -2.47597 -0.16535  0.03
H -2.29282 1.95062 0.98347  0.06
H -2.34221 0.15093 1.23265  0.09
H -1.26463 1.19424 2.10212  0.04
H -0.21376 2.75101 -1.04584  0.10
H 1.03153 2.26018 0.11643  0.07
H -0.47526 2.95769 0.74078  0.07
H 1.27893 -1.35708 1.77008  0.07
H 0.10565 -0.41588 2.44392  0.07
H 1.60440 0.27194 1.80090  0.07
H 0.95056 -0.29302 -0.51562  0.16
H -1.89517 -1.25428 0.42194  0.13
H 2.60484 -0.89072 -3.22283  0.06
H 1.41749 0.23825 -3.40563  -0.01
O 1.93876 -0.27529 -2.85268  -0.04

Calculated values
**Total charge**: 0
**Kohn-Sham gap**: 0.3473 Ha
**SMILES**: C[C@@H](C=O)N(C)C.O
**HOMO energy**: -8.6 eV

*ii*
3 unconnected molecules or ions with the total composition C5H13NO2. Source: the Open Molecules 2025 dataset; level of theory: ωB97M-V/def2-TZVPD.

Each line ends with the Löwdin charge.
Cartesian coordinates (Å):
N 0.20625 -0.69270 -1.85837  0.11
C -0.20849 0.03659 -0.88081  -0.41
C -1.57338 -0.31175 -0.38492  -0.05
C 1.10518 3.11318 1.03526  -0.09
C 0.22139 2.09084 0.40611  -0.14
C 0.64810 1.14490 -0.41470  -0.08
H 0.87694 -0.20382 -2.44772  0.06
H -0.08100 -2.83310 -1.91872  -0.03
H -1.75082 -1.38041 -0.45963  0.08
H -1.76055 -0.03296 0.65325  0.07
H 2.15284 2.83495 1.04618  0.08
H 0.70149 3.46952 1.97189  0.07
H 0.98174 4.05907 0.48366  0.09
H -0.83910 2.25197 0.57208  0.11
H 1.69939 0.98271 -0.56582  0.11
H -0.00445 -2.02177 1.68559  0.00
H 0.48064 -4.22674 -1.68657  0.03
O -0.34567 -3.76486 -1.86647  -0.09
H 0.20455 -2.28763 3.13690  0.04
H -2.33116 0.26878 -0.91036  0.09
O -0.38388 -2.49678 2.40316  -0.04

Calculated values
**Total charge**: 0
**Kohn-Sham gap**: 0.3737 Ha
**SMILES**: [H]/N=C(C)\C=C\C.O.O
**HOMO energy**: -9.7 eV

Taking the most stable structure as the zero point, the relative energies in kcal/mol are *i* 27.4; *ii* 0.0.

*i*
2 unconnected molecules or ions with the total composition C5H13NO2. Source: the Open Molecules 2025 dataset; level of theory: ωB97M-V/def2-TZVPD.

Each line ends with the Löwdin charge.
Cartesian coordinates (Å):
C -1.71544 0.35413 -0.44641  -0.27
O -1.52342 -0.24538 -1.73684  -0.08
C -1.41518 -0.49114 0.72954  -0.23
C -0.07882 -1.24034 0.73607  -0.20
C 1.21101 -0.56647 1.21273  -0.24
C 1.52243 1.79031 1.17067  -0.06
N 0.92705 0.79354 1.65562  -0.04
H -0.98291 1.17073 -0.47166  0.11
H -2.72560 0.77841 -0.18270  0.13
H -1.88411 -1.13786 -1.67980  0.10
H -1.52492 0.20377 1.62943  0.13
H -2.22736 -1.16279 1.09634  0.12
H -0.15752 -2.15621 1.36614  0.11
H 0.07556 -1.63315 -0.28642  0.10
H 1.53926 -1.13801 2.06909  0.10
H 1.94362 -0.76418 0.35786  0.12
H 1.24582 2.77081 1.55957  0.06
H 2.22269 1.78474 0.31902  0.08
H 1.35286 0.14869 -3.17421  0.04
H 0.21654 -0.03438 -2.06069  -0.01
O 1.14839 -0.18819 -2.29323  -0.08

Calculated values
**Total charge**: 0
**Kohn-Sham gap**: 0.3785 Ha
**SMILES**: C=NCCCCO.O
**HOMO energy**: -9.4 eV

*ii*
2 unconnected molecules or ions with the total composition C5H13NO2. Source: the Open Molecules 2025 dataset; level of theory: ωB97M-V/def2-TZVPD.

Each line ends with the Löwdin charge.
Cartesian coordinates (Å):
O -0.49019 -2.65622 -0.89507  0.03
C 0.54630 -2.17838 -1.35650  -0.47
N 1.29465 -2.83170 -2.27507  -0.14
C 2.43461 -2.22289 -3.04730  -0.04
C 0.92123 -4.21354 -2.69148  -0.04
C 0.00000 0.00000 0.00000  -0.10
C 0.98422 -0.77515 -0.88617  -0.18
H 3.27496 -2.92927 -2.94038  0.09
H 2.74917 -1.24028 -2.65724  0.07
H 2.19859 -2.11662 -4.11950  0.09
H -0.10552 -4.49208 -2.40026  0.09
H 1.62840 -4.87533 -2.16369  0.09
H 1.03429 -4.37220 -3.77714  0.08
H -1.05886 -0.22926 -0.20704  0.07
H 0.20785 1.03146 -0.33089  0.07
H 0.16673 -0.06057 1.08864  0.08
H 1.12689 -0.12868 -1.77340  0.10
H 1.96020 -0.85923 -0.37056  0.12
O -3.17758 2.37284 -1.55070  -0.09
H -2.38203 2.30563 -2.12588  0.04
H -3.53787 1.45777 -1.51778  0.05

Calculated values
**Total charge**: 0
**Kohn-Sham gap**: 0.3647 Ha
**SMILES**: CCC(=O)N(C)C.O
**HOMO energy**: -9.3 eV

Taking the most stable structure as the zero point, the relative energies in kcal/mol are *i* 32.9; *ii* 0.0.

*i*
A single C5H13NO2 molecule. Source: the Open Molecules 2025 dataset; level of theory: ωB97M-V/def2-TZVPD.

Each line ends with the Löwdin charge.
Cartesian coordinates (Å):
C 0.25791 0.55930 0.45342  -0.27
C -1.07653 -0.23377 0.52596  -0.39
C 1.17573 0.31349 -0.78477  -0.38
C -0.91463 -1.69424 0.93682  -0.04
C 1.02085 -0.99408 -1.53698  -0.06
N -0.03897 2.02643 0.54113  0.02
O -1.91074 0.37265 1.52953  -0.06
O 0.99835 1.36291 -1.75133  -0.07
H -2.05598 1.28399 1.20857  0.08
H 0.24112 1.89402 -1.43053  0.07
H 0.83803 0.31095 1.35214  0.14
H -1.62681 -0.16942 -0.41927  0.15
H 2.21631 0.39526 -0.44564  0.14
H 0.84048 2.53530 0.40418  0.09
H -0.29253 2.22656 1.51321  0.09
H 0.01580 -1.08782 -1.96219  0.09
H 1.70856 -1.01861 -2.39041  0.09
H -1.84745 -2.08889 1.35499  0.09
H -0.64037 -2.33110 0.09389  0.06
H -0.15067 -1.80517 1.71414  0.09
H 1.24155 -1.85776 -0.90685  0.08

Calculated values
**Total charge**: 0
**Kohn-Sham gap**: 0.3939 Ha
**SMILES**: C[C@@H](O)C(N)[C@@H](C)O
**HOMO energy**: -9.9 eV

*ii*
A single C5H13NO2 molecule. Source: the Open Molecules 2025 dataset; level of theory: ωB97M-V/def2-TZVPD.

Each line ends with the Löwdin charge.
Cartesian coordinates (Å):
C -0.86030 1.35716 -0.71169  -0.04
C -0.16936 -0.01113 -0.37829  -0.33
C 1.33862 0.10635 -0.91368  -0.40
C 2.15430 -1.14891 -0.37522  -0.04
O 1.13338 0.08905 -2.29171  -0.05
N -0.22911 -0.31500 1.07110  -0.04
C -1.61277 -0.59437 1.45738  -0.31
O -2.57053 0.35198 1.91803  -0.05
H -1.92938 1.42743 -0.66701  0.06
H -0.48541 1.47073 -1.73029  0.06
H -0.40012 2.17222 -0.11494  0.09
H -0.59603 -0.92353 -0.87281  0.15
H 1.90189 0.98440 -0.51138  0.14
H 1.45190 -1.57868 0.37307  0.05
H 2.89626 -0.65143 0.26867  0.07
H 2.25096 -1.95305 -1.10428  0.08
H 1.47889 0.89760 -2.69546  0.10
H 0.20833 0.43951 1.58164  0.12
H -2.14886 -1.13656 0.66119  0.13
H -1.44297 -1.39407 2.17840  0.11
H -2.36968 0.41031 2.85728  0.08

Calculated values
**Total charge**: 0
**Kohn-Sham gap**: 0.3582 Ha
**SMILES**: C[C@H](NCO)[C@@H](C)O
**HOMO energy**: -8.9 eV

Taking the most stable structure as the zero point, the relative energies in kcal/mol are *i* 0.0; *ii* 34.8.

*i*
A single C3H6NOP molecule. Source: the Open Molecules 2025 dataset; level of theory: ωB97M-V/def2-TZVPD.

Each line ends with the Löwdin charge.
Cartesian coordinates (Å):
C -0.59796 0.40976 -0.59419  -0.15
C 1.70789 -0.55432 0.03636  -0.12
C 0.36274 -0.67734 -0.64517  -0.44
N -2.42060 -0.97621 -0.57382  -0.21
O 0.64924 -1.24910 0.56170  -0.06
P -1.94665 0.02477 0.46556  0.53
H -0.91417 0.83476 -1.58761  0.10
H 2.50698 -1.17136 -0.37184  0.10
H 2.11140 0.43579 0.46688  0.14
H 0.25003 -1.34555 -1.54227  0.16
H -1.79404 -0.34646 1.78478  -0.01
H -2.73822 1.10689 0.74380  -0.04

Calculated values
**Total charge**: 0
**Kohn-Sham gap**: 0.3000 Ha
**HOMO energy**: -9.0 eV

*ii*
A single C3H6NOP molecule. Source: the Open Molecules 2025 dataset; level of theory: ωB97M-V/def2-TZVPD.

Each line ends with the Löwdin charge.
Cartesian coordinates (Å):
C -0.25547 0.68945 0.78907  -0.11
C -1.19967 -0.89018 -1.03650  -0.14
C -0.66564 -0.65879 0.32742  -0.35
N 2.40541 0.10333 1.18210  -0.27
O 0.06199 -1.40369 -0.70555  -0.08
P 1.53467 1.02117 0.28737  0.57
H -0.65209 1.02334 1.72591  0.05
H -1.86316 -1.64112 -1.22396  0.08
H -1.23159 -0.10141 -1.78165  0.12
H -1.04118 -1.36484 1.19696  0.18
H 1.41946 0.81769 -1.08205  -0.01
H 1.48727 2.40506 0.32089  -0.04

Calculated values
**Total charge**: 0
**Kohn-Sham gap (spin up / spin down)**: 0.2854 / 0.3010 Ha
**HOMO energy (spin up / spin down)**: -8.8 / -9.4 eV

Taking the most stable structure as the zero point, the relative energies in kcal/mol are *i* 0.0; *ii* 4.8.